ORCA calculation (ωB97M-V/def2-TZVPD) on a cluster of 2 separate species, C18H26N6O3 in total in a non-equilibrium geometry.

Geometry as XYZ:
```
53
Properties=species:S:1:pos:R:3
C -5.043 -0.157 -1.479
C -4.285 -0.787 -2.606
N -4.858 -1.309 -3.661
N -3.841 -1.780 -4.438
C -4.069 -2.513 -5.688
C -2.594 -1.532 -3.873
C -1.260 -1.940 -4.438
C -2.840 -0.895 -2.692
C -1.832 -0.427 -1.659
C -1.399 -1.515 -0.669
O -1.785 -2.670 -0.793
N -0.537 -1.157 0.344
C 0.018 -1.970 1.300
C 0.347 -3.320 1.123
C 0.951 -4.025 2.158
C 1.221 -3.330 3.333
C 0.879 -1.979 3.428
N 0.282 -1.310 2.428
H -6.119 -0.205 -1.669
H -4.827 -0.684 -0.545
H -4.751 0.890 -1.368
H -5.139 -2.557 -5.908
H -3.563 -2.013 -6.519
H -3.691 -3.536 -5.597
H -1.052 -1.374 -5.350
H -1.264 -3.008 -4.677
H -0.455 -1.757 -3.721
H -0.937 -0.066 -2.171
H -2.250 0.414 -1.102
H -0.429 -0.173 0.537
H 0.140 -3.813 0.181
H 1.209 -5.075 2.046
H 1.698 -3.823 4.172
H 1.102 -1.448 4.348
C 2.805 3.662 0.503
N 2.637 2.209 0.505
C 3.062 1.307 1.399
O 2.916 0.122 1.131
C 3.690 1.685 2.755
N 3.190 2.900 3.414
C 3.883 4.030 3.549
C 3.221 5.139 4.333
O 4.993 4.203 3.066
H 2.550 4.058 -0.481
H 2.150 4.122 1.244
H 3.844 3.922 0.720
H 2.242 1.795 -0.324
H 4.763 1.782 2.591
H 3.542 0.842 3.430
H 2.276 2.856 3.835
H 3.898 5.992 4.374
H 3.014 4.791 5.344
H 2.296 5.429 3.839
```

Output
LUMO level in eV: 0.4
Largest force on an atom in hartree/bohr: 0.038
Structure (SMILES): Cc1nn(C)c(C)c1CC(=O)Nc1ccccn1.CNC(=O)CNC(C)=O
M in u: 374.44
HOMO in eV: -8.56

Computed natural (NBO) charges, given in elementary charges: -0.644 0.156 -0.269 -0.182 -0.408 0.182 -0.648 -0.134 -0.511 0.685 -0.600 -0.614 0.362 -0.255 -0.159 -0.280 0.047 -0.448 0.234 0.222 0.211 0.234 0.200 0.202 0.220 0.228 0.229 0.231 0.231 0.411 0.241 0.221 0.215 0.188 -0.421 -0.611 0.657 -0.628 -0.323 -0.614 0.673 -0.709 -0.637 0.211 0.190 0.222 0.404 0.258 0.235 0.397 0.247 0.226 0.222

---

ORCA calculation (ωB97M-V/def2-TZVPD) on the ion C4H13N3 with charge +2 in a non-equilibrium geometry.

Geometry as XYZ:
```
20
Properties=species:S:1:pos:R:3
N 2.357 -0.087 -1.835
C 1.314 0.437 -1.146
C 0.721 -0.087 -0.058
N 1.154 -1.367 0.488
C -0.428 0.621 0.569
C -1.874 0.270 0.232
N -2.818 0.471 1.362
H 2.723 0.278 -2.700
H 2.951 -0.844 -1.538
H 0.963 1.386 -1.598
H 0.504 -2.103 0.180
H 1.166 -1.351 1.523
H 2.148 -1.594 0.356
H -0.311 1.702 0.245
H -0.231 0.959 1.631
H -2.169 0.710 -0.726
H -1.881 -0.753 -0.228
H -2.542 -0.134 2.140
H -2.721 1.430 1.715
H -3.741 0.125 1.061
```

Output
LUMO level in eV: -7.0
Largest force on an atom in hartree/bohr: 0.073
Structure (SMILES): N/C=C(\[NH3+])CC[NH3+]
M in u: 103.17
HOMO in eV: -16.39
Total charge: +2

Computed natural (NBO) charges, given in elementary charges: -0.768 0.114 -0.100 -0.676 -0.500 -0.272 -0.665 0.440 0.394 0.252 0.451 0.450 0.459 0.279 0.248 0.267 0.240 0.446 0.465 0.476

---

ORCA calculation (ωB97M-V/def2-TZVPD) on a cluster of 2 separate species, C2H3NO2 in total in a non-equilibrium geometry.

Geometry as XYZ:
```
8
Properties=species:S:1:pos:R:3
O -0.954 0.784 -0.520
C -1.477 -0.162 -0.005
O -0.901 -1.163 0.580
H -2.606 -0.467 -0.234
H 0.167 -1.045 0.695
C 1.908 0.670 -0.187
N 1.628 -0.355 0.224
H 2.235 1.738 -0.553
```

Output
LUMO level in eV: 0.9
Largest force on an atom in hartree/bohr: 0.069
Structure (SMILES): O=CO.C#N
M in u: 73.05
HOMO in eV: -10.22

Computed natural (NBO) charges, given in elementary charges: -0.628 0.666 -0.704 0.092 0.517 0.194 -0.411 0.275

---

> M of number 3 (C2H3NO2)?

73.05 u

---

What did the first record say?
ORCA calculation (ωB97M-V/def2-TZVPD) on a cluster of 2 separate species, C18H26N6O3 in total in a non-equilibrium geometry.

Geometry as XYZ:
```
53
Properties=species:S:1:pos:R:3
C -5.043 -0.157 -1.479
C -4.285 -0.787 -2.606
N -4.858 -1.309 -3.661
N -3.841 -1.780 -4.438
C -4.069 -2.513 -5.688
C -2.594 -1.532 -3.873
C -1.260 -1.940 -4.438
C -2.840 -0.895 -2.692
C -1.832 -0.427 -1.659
C -1.399 -1.515 -0.669
O -1.785 -2.670 -0.793
N -0.537 -1.157 0.344
C 0.018 -1.970 1.300
C 0.347 -3.320 1.123
C 0.951 -4.025 2.158
C 1.221 -3.330 3.333
C 0.879 -1.979 3.428
N 0.282 -1.310 2.428
H -6.119 -0.205 -1.669
H -4.827 -0.684 -0.545
H -4.751 0.890 -1.368
H -5.139 -2.557 -5.908
H -3.563 -2.013 -6.519
H -3.691 -3.536 -5.597
H -1.052 -1.374 -5.350
H -1.264 -3.008 -4.677
H -0.455 -1.757 -3.721
H -0.937 -0.066 -2.171
H -2.250 0.414 -1.102
H -0.429 -0.173 0.537
H 0.140 -3.813 0.181
H 1.209 -5.075 2.046
H 1.698 -3.823 4.172
H 1.102 -1.448 4.348
C 2.805 3.662 0.503
N 2.637 2.209 0.505
C 3.062 1.307 1.399
O 2.916 0.122 1.131
C 3.690 1.685 2.755
N 3.190 2.900 3.414
C 3.883 4.030 3.549
C 3.221 5.139 4.333
O 4.993 4.203 3.066
H 2.550 4.058 -0.481
H 2.150 4.122 1.244
H 3.844 3.922 0.720
H 2.242 1.795 -0.324
H 4.763 1.782 2.591
H 3.542 0.842 3.430
H 2.276 2.856 3.835
H 3.898 5.992 4.374
H 3.014 4.791 5.344
H 2.296 5.429 3.839
```

Output
LUMO level in eV: 0.4
Largest force on an atom in hartree/bohr: 0.038
Structure (SMILES): Cc1nn(C)c(C)c1CC(=O)Nc1ccccn1.CNC(=O)CNC(C)=O
M in u: 374.44
HOMO in eV: -8.56

Computed natural (NBO) charges, given in elementary charges: -0.644 0.156 -0.269 -0.182 -0.408 0.182 -0.648 -0.134 -0.511 0.685 -0.600 -0.614 0.362 -0.255 -0.159 -0.280 0.047 -0.448 0.234 0.222 0.211 0.234 0.200 0.202 0.220 0.228 0.229 0.231 0.231 0.411 0.241 0.221 0.215 0.188 -0.421 -0.611 0.657 -0.628 -0.323 -0.614 0.673 -0.709 -0.637 0.211 0.190 0.222 0.404 0.258 0.235 0.397 0.247 0.226 0.222

---

> Number 2 is which compound?

C4H13N3